The following is a DFT calculation (ωB97M-V with the def2-TZVPD basis set) of a molecular structure, C25H20Br2N4O7SV.

Energy relative to the best compared isomer or geometry (same formula, charge and spin) = 13.1 kcal per mole
Expectation value of S² = 0.76
HOMO-LUMO gap (alpha / beta) = 6.89 / 7.22 eV
2S+1 = 2

The geometry in XYZ format:
```
60
Properties=species:S:1:pos:R:3:mulliken_spin:R:1
Br 1.084 2.672 1.776 0.00
Br 4.089 -1.557 -3.830 0.00
V -0.342 0.013 -0.428 1.10
S 2.153 -1.288 1.058 0.00
O -0.757 -1.679 0.131 -0.03
O 2.327 -2.200 -0.061 0.00
O 1.249 -0.062 0.310 -0.05
O 1.292 -1.810 2.087 0.00
O -1.757 0.819 -1.320 -0.01
O 0.236 -4.277 0.528 0.00
O 3.312 -0.572 1.498 0.00
N 0.617 2.110 -0.908 -0.01
N -1.476 0.334 1.185 -0.03
N -1.512 -0.737 2.063 -0.01
N 0.411 -0.875 -2.192 -0.02
C -1.415 -3.125 1.912 0.00
C 2.242 -1.633 -3.494 0.00
C -2.252 -5.649 2.735 0.00
C 2.011 4.287 -1.879 0.00
C 0.056 -2.462 -3.929 -0.01
C -3.150 3.517 0.716 0.00
C 1.409 -2.450 -4.234 0.01
C -1.226 -5.531 1.822 0.00
C -3.400 4.028 -1.608 0.00
C -1.076 -1.781 1.427 0.00
C 1.717 -0.868 -2.467 0.02
C -2.528 2.301 0.391 0.00
C -3.564 4.384 -0.268 0.00
C 1.221 2.947 -0.079 0.00
C 1.405 3.635 -4.260 0.00
C -2.440 -3.271 2.852 0.00
C -2.816 2.828 -1.960 0.00
C 1.936 4.053 -0.523 0.00
C -0.405 -1.662 -2.905 0.02
C 0.676 2.373 -2.222 0.01
C -2.356 1.959 -0.967 0.00
C 1.364 3.437 -2.772 0.00
C -2.231 1.342 1.424 0.01
C -2.862 -4.515 3.266 0.00
C -0.780 -4.273 1.408 0.00
H -2.694 2.540 -2.995 0.00
H -1.450 -1.646 -2.626 0.00
H -2.733 1.390 2.388 0.00
H -4.026 5.326 -0.007 0.00
H 0.693 -3.422 0.451 0.00
H -3.740 4.700 -2.386 0.00
H 1.810 -3.067 -5.026 0.00
H 0.420 3.490 -4.703 0.00
H -0.634 -3.092 -4.471 0.00
H -2.576 -6.634 3.046 0.00
H 0.131 1.683 -2.857 0.00
H 1.747 4.637 -4.514 0.00
H 2.412 4.704 0.194 0.00
H 2.351 -0.255 -1.844 0.00
H 2.567 5.142 -2.247 0.00
H -3.662 -4.606 3.987 0.00
H -3.292 3.761 1.762 0.00
H 2.087 2.922 -4.726 0.00
H -0.726 -6.401 1.419 0.00
H -2.905 -2.374 3.237 0.00
```

---

The following is a DFT calculation (ωB97M-V with the def2-TZVPD basis set) of a molecular structure, C7H13N3.

Energy relative to the best compared isomer or geometry (same formula, charge and spin) = 151.0 kcal per mole
Net charge = +2
HOMO-LUMO gap (alpha / beta) = 8.44 / 8.44 eV

The geometry in XYZ format:
```
23
Properties=species:S:1:pos:R:3:lowdin_charge:R:1
N -1.578 -1.019 -1.855 0.18
N -1.252 -0.150 -1.091 0.26
N 0.528 0.912 -0.161 0.02
C 0.011 -0.686 0.974 -0.16
C 1.225 0.221 0.719 -0.06
C 2.685 0.279 1.107 0.09
C -2.734 -1.465 -2.417 0.02
C -0.311 -0.427 2.471 -0.01
C 0.837 2.086 -1.014 0.07
C -0.617 0.118 -0.046 -0.15
H -0.123 2.575 -1.235 0.11
H -0.176 0.616 2.815 0.11
H 2.894 0.401 2.190 0.14
H 3.094 1.140 0.612 0.09
H -1.464 -0.740 2.618 0.15
H -3.596 -1.375 -1.759 0.14
H -2.980 -1.090 -3.356 0.13
H 1.510 2.858 -0.351 0.18
H 3.008 -0.719 0.758 0.14
H -2.536 -2.429 -2.842 0.13
H -0.115 -1.695 0.559 0.18
H 0.250 -1.140 3.159 0.13
H 1.442 1.730 -1.854 0.11
```

---

The following is a DFT calculation (ωB97M-V with the def2-TZVPD basis set) of a molecular structure, C4H5NO.

Energy relative to the best compared isomer or geometry (same formula, charge and spin) = 81.9 kcal per mole
HOMO-LUMO gap = 9.49 eV

The geometry in XYZ format:
```
11
Properties=species:S:1:pos:R:3:lowdin_charge:R:1
O -1.326 2.330 -1.762 0.11
N -0.886 0.022 -1.418 0.04
C 0.868 0.264 0.355 -0.07
C -0.531 0.878 0.633 -0.02
C -1.130 1.289 -1.224 -0.35
C -0.475 -0.447 -0.205 -0.32
H 1.399 0.795 -0.474 0.10
H -0.997 0.959 1.598 0.08
H -0.737 -0.591 -2.323 0.22
H 1.428 -0.101 1.239 0.09
H -0.842 -1.407 0.069 0.12
```

---

The following is a DFT calculation (ωB97M-V with the def2-TZVPD basis set) of 2 unconnected molecules or ions with the total composition H2NO5PS.

Energy relative to the best compared isomer or geometry (same formula, charge and spin) = 79.4 kcal per mole
Net charge = -2
HOMO-LUMO gap (alpha / beta) = 7.00 / 5.64 eV

The geometry in XYZ format:
```
10
Properties=species:S:1:pos:R:3:lowdin_charge:R:1
S 1.342 -0.891 1.066 0.30
P -0.092 -0.308 -0.667 0.47
O 0.743 -1.858 1.971 -0.42
O 0.570 0.231 -1.886 -0.45
O 2.237 -1.488 0.109 -0.43
O 1.879 0.296 1.781 -0.45
O -0.880 -1.541 -0.854 -0.44
N -1.929 2.156 -0.263 -0.21
H -2.554 1.291 -0.198 -0.15
H -1.315 2.112 -1.059 -0.22
```